Computed, not measured: a structure of composition C20H37NO4PtSi in a non-equilibrium geometry, with ωB97M-V/def2-TZVPD.

Calculated values
**HOMO-LUMO gap (spin up / spin down)**: 8.073 / 5.268 eV
**Molar mass**: 578.68 g/mol
**E**: -1548.6630 Ha

Structure (ORCA input):
```
! wB97M-V def2-TZVPD RIJCOSX def2/J DEFGRID3
* xyz 0 5
C -5.090 -0.410 -0.303
C -4.965 -1.166 -1.506
C -3.938 -0.570 -2.289
C -3.417 0.538 -1.565
C -4.131 0.633 -0.335
Pt -1.411 -1.318 0.146
C -1.771 -3.325 -0.252
C -2.379 -2.769 0.946
C -3.203 -3.274 1.889
N -2.623 -0.752 1.598
H -3.595 -0.906 -3.275
H -5.547 -2.047 -1.797
H -2.618 1.205 -1.900
H -3.966 1.388 0.439
H -5.779 -0.602 0.530
H -2.426 -3.530 -1.088
H -2.136 -0.822 2.531
H -0.911 -3.978 -0.088
H -3.558 -4.290 1.791
H -3.541 -2.651 2.727
C -0.157 2.557 2.058
C 0.357 3.030 0.702
C -0.832 3.345 -0.198
C 1.253 4.257 0.849
O 1.210 2.024 0.089
Si 0.925 0.422 -0.048
O -0.556 0.213 -0.655
O 2.071 -0.194 -1.057
C 2.325 0.183 -2.439
C 1.134 -0.170 -3.321
C 2.615 1.676 -2.525
C 3.553 -0.609 -2.875
O 1.120 -0.242 1.437
C 1.960 -1.311 1.958
C 1.532 -2.681 1.437
C 3.414 -1.050 1.592
C 1.797 -1.268 3.471
H -0.685 3.388 2.547
H 0.678 2.252 2.697
H -0.863 1.723 1.951
H -1.396 4.173 0.252
H -0.501 3.647 -1.198
H -1.486 2.476 -0.293
H 2.128 4.029 1.467
H 1.623 4.597 -0.125
H 0.669 5.059 1.310
H 0.227 0.327 -2.961
H 1.325 0.146 -4.356
H 0.976 -1.256 -3.329
H 3.387 1.969 -1.803
H 2.981 1.890 -3.538
H 1.716 2.273 -2.346
H 4.387 -0.410 -2.191
H 3.336 -1.682 -2.887
H 3.857 -0.311 -3.885
H 1.647 -2.727 0.353
H 2.176 -3.446 1.888
H 0.499 -2.905 1.714
H 3.717 -0.048 1.913
H 4.034 -1.791 2.109
H 3.563 -1.137 0.513
H 2.145 -0.303 3.852
H 0.747 -1.413 3.739
H 2.396 -2.059 3.935
*
```

Computed, not measured: a structure of composition C20H38Ag2Co2N2O8 in a non-equilibrium geometry, with ωB97M-V/def2-TZVPD.

Calculated values
**HOMO-LUMO gap (spin up / spin down)**: 6.100 / 4.515 eV
**Molar mass**: 768.13 g/mol
**Relative energy (zero: lowest compared OMol25 entry of this formula, charge and spin)**: 0.0 kJ/mol
**E**: -4554.7694 Ha

Structure (ORCA input):
```
! wB97M-V def2-TZVPD RIJCOSX def2/J DEFGRID3
* xyz 2 7
Co 29.563 27.191 30.483
Co 29.031 27.676 26.455
Ag 27.952 29.920 29.225
Ag 31.444 25.431 28.049
C 30.241 28.770 28.444
O 30.098 29.105 29.583
O 29.624 29.323 27.527
O 29.879 27.616 28.475
C 30.094 25.498 25.669
O 30.774 26.472 26.008
O 30.405 24.364 25.973
O 28.901 25.698 25.642
C 33.771 27.659 27.842
C 34.757 26.511 27.866
C 35.093 26.084 29.292
C 35.522 24.678 29.687
C 34.691 23.643 28.979
C 34.406 24.021 27.477
N 34.027 25.373 27.264
O 33.630 25.633 25.942
C 35.710 23.790 26.633
C 33.319 23.041 26.853
C 36.011 26.968 27.074
H 33.960 28.403 27.068
H 33.825 28.204 28.785
H 32.703 27.451 27.784
H 35.994 26.664 29.491
H 34.318 26.380 30.000
H 35.570 24.391 30.738
H 36.518 24.638 29.246
H 33.720 23.683 29.472
H 35.151 22.668 29.140
H 35.751 22.736 26.357
H 35.593 24.261 25.657
H 36.691 24.054 27.028
H 32.391 23.227 27.393
H 33.136 23.159 25.785
H 33.535 21.991 27.049
H 36.928 26.380 27.040
H 36.343 27.890 27.551
H 35.518 27.108 26.113
H 32.682 25.762 26.026
C 30.335 32.363 30.027
C 29.051 33.201 30.140
C 29.016 34.023 28.806
C 27.732 34.879 28.492
C 26.553 33.868 28.681
C 26.526 33.107 30.032
N 27.834 32.448 30.223
O 27.866 31.464 31.222
C 25.982 34.104 31.095
C 25.482 31.992 29.610
C 29.135 34.148 31.265
H 30.311 31.534 30.734
H 31.181 33.049 30.042
H 30.393 31.841 29.072
H 29.875 34.673 28.641
H 29.087 33.399 27.915
H 27.676 35.184 27.447
H 27.603 35.755 29.128
H 26.340 33.185 27.859
H 25.672 34.507 28.743
H 24.936 34.268 30.838
H 25.937 33.568 32.043
H 26.515 35.045 31.234
H 25.918 31.438 28.779
H 25.545 31.358 30.495
H 24.566 32.523 29.352
H 28.618 33.844 32.175
H 28.651 35.124 31.237
H 30.162 34.498 31.366
H 28.057 31.953 32.026
*
```

Computed, not measured: a cluster of 8 separate species, C20H38Cl12N2 in total in a non-equilibrium geometry, with ωB97M-V/def2-TZVPD.

Calculated values
**HOMO-LUMO gap**: 10.428 eV
**Molar mass**: 731.97 g/mol
**SMILES**: CCCC#N.CCCC#N.ClCCCl.ClCCCl.ClCCCl.ClCCCl.ClCCCl.ClCCCl
**Relative energy (zero: lowest compared OMol25 entry of this formula, charge and spin)**: 42.5 kJ/mol
**E**: -6416.6534 Ha

Structure (ORCA input):
```
! wB97M-V def2-TZVPD RIJCOSX def2/J DEFGRID3
* xyz 0 1
C -2.759 0.877 1.838
C -3.993 0.029 2.201
C -5.086 0.192 1.155
C -4.607 -0.195 -0.144
N -4.180 -0.478 -1.185
H -2.306 0.459 0.922
H -2.019 0.637 2.683
H -2.899 1.960 1.786
H -4.468 0.394 3.167
H -3.789 -1.045 2.273
H -5.403 1.186 1.123
H -5.962 -0.459 1.402
C 0.855 4.899 -1.696
C 2.020 4.803 -0.721
C 3.193 5.608 -1.272
C 3.499 5.120 -2.590
N 3.681 4.652 -3.611
H 0.627 5.929 -1.896
H -0.042 4.437 -1.339
H 1.091 4.490 -2.658
H 2.357 3.781 -0.503
H 1.833 5.171 0.294
H 4.040 5.493 -0.645
H 3.090 6.704 -1.271
Cl 1.089 -5.148 1.938
C -0.637 -4.939 2.072
C -1.125 -3.538 1.903
Cl -0.491 -2.380 3.130
H -0.922 -5.381 3.013
H -1.062 -5.546 1.292
H -2.208 -3.546 1.962
H -0.854 -3.158 0.908
Cl -5.836 -3.136 -5.464
C -4.487 -2.300 -4.652
C -3.862 -3.300 -3.604
Cl -2.789 -4.391 -4.417
H -5.009 -1.459 -4.184
H -3.715 -2.056 -5.365
H -4.598 -3.891 -3.121
H -3.332 -2.727 -2.867
Cl -1.973 0.272 -5.075
C -0.223 0.317 -4.623
C 0.562 -0.642 -5.467
Cl -0.015 -2.293 -5.220
H -0.142 0.210 -3.556
H 0.133 1.340 -4.875
H 1.625 -0.600 -5.212
H 0.425 -0.403 -6.489
Cl 5.540 -4.382 5.449
C 4.383 -3.068 5.148
C 4.945 -2.160 4.043
Cl 3.833 -0.722 3.910
H 4.142 -2.551 6.097
H 3.385 -3.489 4.834
H 4.964 -2.720 3.121
H 5.950 -1.774 4.326
Cl 2.495 5.158 3.638
C 1.995 3.504 4.150
C 1.418 2.756 2.954
Cl 0.754 1.227 3.584
H 1.227 3.594 4.916
H 2.811 3.017 4.633
H 2.218 2.550 2.220
H 0.618 3.348 2.573
Cl 1.372 0.820 -0.683
C 1.735 -0.915 -0.422
C 1.006 -1.842 -1.347
Cl -0.860 -1.652 -1.202
H 1.460 -1.094 0.678
H 2.806 -1.174 -0.488
H 1.290 -2.853 -1.105
H 1.187 -1.529 -2.366
*
```

Computed, not measured: a cluster of 8 separate species, C20H38Cl6O10 in total in a non-equilibrium geometry, with ωB97M-V/def2-TZVPD.

Calculated values
**HOMO-LUMO gap (spin up / spin down)**: 5.700 / 2.346 eV
**Molar mass**: 651.23 g/mol
**E**: -4297.9530 Ha

Structure (ORCA input):
```
! wB97M-V def2-TZVPD RIJCOSX def2/J DEFGRID3
* xyz 1 2
C -1.070 -5.612 1.754
Cl -2.489 -4.572 2.226
Cl 0.318 -5.457 2.778
Cl -0.627 -5.182 0.081
H -1.373 -6.657 1.703
C -5.550 -0.848 3.209
Cl -5.318 -1.063 4.929
Cl -6.443 -2.136 2.532
Cl -3.988 -0.792 2.391
H -5.998 0.120 2.985
C 4.466 3.139 -0.477
O 3.571 2.827 -1.539
C 2.452 3.470 -1.590
O 1.888 4.149 -0.716
O 2.057 3.241 -2.800
C 0.670 3.332 -3.182
H 5.490 2.819 -0.672
H 4.051 2.606 0.379
H 4.573 4.178 -0.166
H 0.167 4.072 -2.559
H 0.125 2.395 -3.076
H 0.571 3.725 -4.194
C 0.378 4.847 2.084
O 1.057 3.791 2.683
C 0.388 2.704 3.118
O -0.861 2.530 3.080
O 1.318 1.750 3.386
C 0.848 0.465 3.863
H 0.743 5.716 2.631
H -0.681 4.858 2.339
H 0.664 4.953 1.038
H 0.132 0.488 4.685
H 1.676 -0.043 4.357
H 0.537 -0.237 3.089
C 0.681 -2.521 -3.998
C -0.796 -3.085 -4.195
O -1.027 -3.841 -5.192
C -1.734 -2.946 -3.108
H 1.024 -2.611 -2.967
H 0.854 -1.457 -4.163
H 1.359 -3.102 -4.622
H -2.732 -2.659 -3.438
H -1.306 -2.220 -2.418
H -1.862 -3.934 -2.664
C 3.221 -4.324 0.800
C 3.047 -4.755 -0.710
O 2.391 -5.798 -1.090
C 3.463 -3.661 -1.668
H 2.947 -3.286 0.988
H 4.297 -4.468 0.892
H 2.685 -5.049 1.413
H 4.471 -3.597 -2.078
H 3.284 -2.649 -1.306
H 2.820 -3.885 -2.519
C -0.005 -0.007 -0.950
C 0.120 -1.136 0.044
O 0.972 -2.058 0.007
C -0.951 -1.332 1.064
H -1.066 0.235 -1.009
H 0.217 -0.391 -1.945
H 0.661 0.846 -0.821
H -0.966 -0.460 1.718
H -0.991 -2.274 1.612
H -1.898 -1.144 0.559
C -2.576 5.154 0.038
C -2.928 3.830 0.727
O -3.739 3.787 1.656
C -2.555 2.529 0.035
H -3.235 5.981 0.301
H -2.834 4.943 -0.999
H -1.515 5.298 0.245
H -1.988 1.811 0.627
H -2.106 2.682 -0.947
H -3.443 1.975 -0.271
*
```

Computed, not measured: a cluster of 4 separate species, C20H38N4O11S in total in a non-equilibrium geometry, with ωB97M-V/def2-TZVPD.

Calculated values
**HOMO-LUMO gap**: 7.841 eV
**Molar mass**: 542.61 g/mol
**SMILES**: CO[C@H](CCCS(=O)(=O)O)CNCOc1cc(C)ccc1C(C)C.C[N+](=O)[O-].C[N+](=O)[O-].C[N+](=O)[O-]
**E**: -2229.1189 Ha

Structure (ORCA input):
```
! wB97M-V def2-TZVPD RIJCOSX def2/J DEFGRID3
* xyz 0 1
C -2.763 -4.692 0.304
O -3.109 -4.031 -0.936
C -3.116 -2.590 -0.789
C -4.567 -2.058 -1.234
C -5.258 -1.301 0.031
C -5.514 -2.316 1.282
S -6.930 -1.640 2.302
O -6.617 -1.921 3.757
O -7.008 -0.135 2.080
O -8.350 -2.353 1.786
C -1.896 -1.923 -1.634
N -1.866 -0.482 -1.240
C -0.577 0.177 -1.613
O 0.529 -0.204 -0.762
C 1.616 0.715 -0.855
C 1.426 2.128 -0.176
C 2.566 3.166 -0.269
C 2.380 4.606 0.407
C 3.918 2.834 -1.014
C 4.139 1.452 -1.675
C 2.976 0.396 -1.571
C 3.130 -1.079 -2.202
C 3.033 -2.103 -0.927
C 4.613 -1.338 -2.828
H -2.110 -4.072 1.010
H -2.144 -5.635 0.048
H -3.698 -5.051 0.884
H -2.953 -2.228 0.295
H -4.568 -1.329 -2.112
H -5.247 -2.965 -1.451
H -6.269 -0.845 -0.298
H -4.566 -0.479 0.449
H -4.533 -2.312 1.894
H -5.675 -3.400 0.947
H -8.881 -2.596 2.586
H -0.938 -2.446 -1.246
H -2.025 -2.119 -2.753
H -2.572 -0.027 -1.856
H -0.774 1.316 -1.519
H -0.296 0.022 -2.730
H 0.426 2.303 0.366
H 2.351 5.378 -0.444
H 3.286 4.824 1.088
H 1.414 4.657 1.037
H 4.687 3.677 -1.042
H 5.134 1.234 -2.198
H 2.307 -1.306 -2.962
H 1.944 -2.445 -0.861
H 3.784 -2.963 -0.998
H 3.296 -1.477 0.010
H 4.687 -2.471 -3.007
H 5.387 -1.069 -2.031
H 4.756 -0.804 -3.827
C 5.629 7.537 -1.889
N 5.100 6.162 -1.696
O 4.786 5.536 -2.694
O 5.020 5.759 -0.544
H 5.644 7.760 -2.955
H 4.966 8.221 -1.361
H 6.636 7.563 -1.475
C -4.889 1.639 3.497
N -3.791 2.619 3.707
O -2.655 2.179 3.796
O -4.108 3.795 3.776
H -4.465 0.637 3.457
H -5.574 1.733 4.338
H -5.379 1.887 2.557
C 4.331 -3.168 2.569
N 5.571 -3.669 1.921
O 6.362 -4.280 2.621
O 5.705 -3.430 0.732
H 4.345 -3.451 3.620
H 4.318 -2.084 2.462
H 3.485 -3.626 2.058
*
```

Computed, not measured: a cluster of 5 separate species, C20H38NO10P2 in total in a non-equilibrium geometry, with ωB97M-V/def2-TZVPD.

Calculated values
**HOMO-LUMO gap**: 8.496 eV
**Molar mass**: 514.47 g/mol
**E**: -2274.5589 Ha

Structure (ORCA input):
```
! wB97M-V def2-TZVPD RIJCOSX def2/J DEFGRID3
* xyz 1 1
C 2.749 1.259 -0.589
C 2.137 2.062 -1.796
P 0.303 1.916 -2.047
C -0.251 0.153 -2.184
C -0.999 -0.415 -0.938
N -0.532 2.753 -0.674
P -1.561 4.092 -1.445
O -2.746 4.308 -0.276
O -0.638 5.494 -1.434
H 3.671 0.784 -0.935
H 2.038 0.534 -0.189
H 3.050 1.974 0.186
H 2.342 3.129 -1.612
H 2.606 1.828 -2.756
H 0.611 -0.493 -2.418
H -0.925 0.049 -3.040
H -1.118 -1.497 -1.036
H -2.026 -0.015 -0.926
H -0.519 -0.149 0.011
H -1.175 2.140 -0.153
H 0.141 3.175 -0.021
H -2.471 3.806 0.499
H 0.203 5.332 -0.989
O 2.912 -1.084 -3.514
C 4.046 -1.455 -3.377
O 4.420 -2.342 -2.432
C 5.856 -2.499 -2.451
C 6.281 -2.061 -3.839
C 5.246 -0.994 -4.168
H 6.284 -1.872 -1.665
H 6.110 -3.538 -2.245
H 7.310 -1.709 -3.882
H 6.183 -2.895 -4.537
H 5.547 -0.008 -3.808
H 5.018 -0.955 -5.230
O 6.206 -5.768 -0.502
C 5.074 -6.072 -0.738
O 4.630 -7.350 -0.739
C 3.258 -7.387 -1.168
C 2.720 -5.992 -0.905
C 3.957 -5.131 -1.117
H 3.234 -7.649 -2.229
H 2.725 -8.152 -0.606
H 1.880 -5.727 -1.545
H 2.391 -5.912 0.133
H 4.080 -4.843 -2.161
H 3.958 -4.252 -0.480
O -4.220 2.677 1.343
C -5.288 3.198 1.532
O -6.110 2.828 2.530
C -7.353 3.552 2.434
C -7.024 4.794 1.628
C -5.922 4.290 0.706
H -8.087 2.915 1.937
H -7.712 3.788 3.433
H -7.884 5.208 1.106
H -6.626 5.569 2.286
H -6.322 3.850 -0.209
H -5.199 5.065 0.466
O -2.707 -0.734 7.190
C -2.855 -0.085 6.200
O -2.681 1.261 6.158
C -3.037 1.756 4.858
C -2.918 0.562 3.931
C -3.291 -0.595 4.847
H -4.057 2.148 4.901
H -2.362 2.566 4.583
H -3.544 0.645 3.043
H -1.881 0.449 3.603
H -4.368 -0.769 4.867
H -2.766 -1.510 4.590
*
```